(1)
# C6H13NO2

A cluster of 2 separate species, C6H13NO2 in total at a distorted geometry (ωB97M-V/def2-TZVPD, the Open Molecules 2025 dataset).

Geometry as ORCA input:
```
! wB97M-V def2-TZVPD RIJCOSX def2/J DEFGRID3
* xyz 0 1
C 3.2433 -0.3501 0.2421
N 1.9007 -0.2530 -0.2865
C 1.4102 -1.4133 -0.9914
C 1.1161 0.8109 0.0665
O 1.4629 1.7942 0.6743
H 3.9601 -0.5118 -0.5666
H 3.3177 -1.1802 0.9487
H 3.4769 0.5825 0.7525
H 1.4323 -2.2936 -0.3451
H 2.0248 -1.6144 -1.8724
H 0.3865 -1.2401 -1.3204
H 0.2407 0.6791 -0.6150
C -2.1603 -0.1494 1.4079
C -2.2341 0.0245 -0.0873
C -2.7075 1.3799 -0.5437
O -1.9769 -0.8714 -0.8567
H -1.4280 0.5468 1.8132
H -1.8715 -1.1666 1.6574
H -3.1239 0.0741 1.8602
H -3.6909 1.5909 -0.1278
H -2.7591 1.4182 -1.6289
H -2.0202 2.1428 -0.1812
*
```

**Frontier orbital gap**: 10.2025 eV
**Maximum force**: 2.934 eV/A
**DFT total energy**: -441.6438 hartree
**E_HOMO**: -9.351 eV
**Energy above the lowest of the compared OMol25 structures with the same formula, charge and spin**: 22.7 kcal per mole
**SMILES**: CN(C)C=O.CC(C)=O

Löwdin population analysis, charges in e, atoms 1 to 4:
1. C -0.051
2. N -0.202
3. C -0.057
4. C -0.346

***

(2)
# C6H13NO2

A cluster of 2 separate species, C6H13NO2 in total at a distorted geometry (ωB97M-V/def2-TZVPD, the Open Molecules 2025 dataset).

Geometry as ORCA input:
```
! wB97M-V def2-TZVPD RIJCOSX def2/J DEFGRID3
* xyz 0 1
C -0.8787 0.4852 1.4884
C -1.7656 -1.8665 -1.0138
C 1.5614 1.6280 -0.2027
C 1.5272 -0.6314 0.9179
N -1.2932 -0.5269 -0.7586
C -0.0795 -0.1221 -0.9260
C 0.7383 0.4046 0.1432
O 0.3511 0.1453 -2.1990
O -1.7487 1.4726 1.1781
H -0.3529 -0.0953 -2.8177
H -1.2537 2.2603 0.9193
H -0.1279 0.7146 2.2402
H -1.4029 -0.4234 1.7499
H -2.4461 -1.8527 -1.8756
H -2.4294 -2.1381 -0.1876
H -0.9774 -2.6177 -1.1465
H 0.9912 2.3392 -0.8007
H 1.9038 2.1239 0.7107
H 1.8077 -0.2567 1.9112
H 0.9567 -1.5503 1.0504
H 2.4707 -0.8612 0.4115
H 2.4477 1.3685 -0.7925
*
```

**Frontier orbital gap**: 8.1979 eV
**Maximum force**: 3.264 eV/A
**DFT total energy**: -441.5018 hartree
**E_HOMO**: -7.531 eV
**Energy above the lowest of the compared OMol25 structures with the same formula, charge and spin**: 111.8 kcal per mole

Löwdin population analysis, charges in e, atoms 1 to 4:
1. C -0.109
2. C -0.138
3. C -0.057
4. C -0.073

***

(3)
# C6H13NO3

A cluster of 2 separate species, C6H13NO3 in total at a distorted geometry (ωB97M-V/def2-TZVPD, the Open Molecules 2025 dataset).

Geometry as ORCA input:
```
! wB97M-V def2-TZVPD RIJCOSX def2/J DEFGRID3
* xyz 0 1
C 2.0954 0.5376 0.8761
C 1.5603 -0.3007 -0.2512
O 2.2875 -0.8742 -1.0252
N 0.0057 -0.7541 -0.1132
C -0.2340 -1.4415 1.1655
C -0.3546 -1.5981 -1.2589
H 3.0663 0.1468 1.1936
H 2.2672 1.5330 0.4561
H 1.4125 0.6636 1.7135
H 0.6776 -1.8679 1.5877
H -0.9776 -2.2395 1.0911
H -0.6175 -0.7173 1.8788
H 0.0918 -2.5894 -1.1783
H -1.4397 -1.7085 -1.3027
H -0.0590 -1.1219 -2.1945
C -0.3262 2.1380 -0.3499
C -1.5205 0.8666 -0.0699
O -2.1241 0.9341 0.9944
O -2.2392 0.7454 -1.2213
H 0.1735 1.7233 -1.2171
H 0.1083 2.0216 0.6337
H -0.6785 3.1636 -0.4544
H -3.1752 0.7394 -0.9540
*
```

**Frontier orbital gap**: 9.7813 eV
**Maximum force**: 6.329 eV/A
**DFT total energy**: -516.8160 hartree
**E_HOMO**: -9.037 eV
**Energy above the lowest of the compared OMol25 structures with the same formula, charge and spin**: 77.2 kcal per mole
**SMILES**: CC(=O)N(C)C.CC(=O)O

Löwdin population analysis, charges in e, atoms 1 to 4:
1. C -0.020
2. C -0.366
3. O 0.108
4. N -0.179